Arrangement A

# C60H165N15O15

A 15-piece molecular cluster, C60H165N15O15 overall (ωB97M-V with the def2-TZVPD basis set, the Open Molecules 2025 dataset).

As for the total charge: 0.

Element x y z (Å)
C 8.912 9.401 -1.113
C 7.565 8.683 -1.207
C 7.202 7.958 0.062
O 8.141 7.068 0.666
C 8.171 5.842 -0.055
N 6.566 9.619 -1.605
H 9.377 9.545 -2.088
H 9.534 8.696 -0.562
H 9.051 10.318 -0.541
H 7.698 7.854 -1.902
H 6.219 7.495 -0.018
H 7.115 8.764 0.791
H 8.738 5.987 -0.975
H 7.207 5.395 -0.300
H 8.729 5.095 0.510
H 6.704 9.897 -2.567
H 5.647 9.221 -1.479
C 1.222 -5.865 2.848
C -0.084 -5.076 3.330
C -0.540 -5.651 4.689
O -0.845 -7.063 4.643
C -2.123 -7.315 4.071
N 0.405 -3.704 3.485
H 1.559 -5.470 1.889
H 1.098 -6.930 2.648
H 1.965 -5.752 3.637
H -0.891 -5.249 2.618
H -1.409 -5.091 5.034
H 0.206 -5.525 5.474
H -2.432 -8.353 4.191
H -2.147 -7.046 3.014
H -2.877 -6.704 4.567
H 0.468 -3.276 2.572
H -0.318 -3.224 4.002
C -1.709 -0.474 -0.896
C -1.219 0.782 -0.103
C 0.182 1.296 -0.615
O 1.159 0.326 -0.220
C 2.396 0.507 -0.881
N -2.191 1.864 -0.208
H -2.718 -0.830 -0.688
H -1.102 -1.348 -0.661
H -1.662 -0.395 -1.982
H -1.112 0.521 0.949
H 0.373 2.316 -0.281
H 0.071 1.420 -1.692
H 3.148 -0.169 -0.475
H 2.681 1.559 -0.885
H 2.317 0.278 -1.944
H -1.866 2.552 0.457
H -3.078 1.516 0.126
C -5.044 4.702 -5.315
C -4.767 4.135 -6.740
C -4.763 2.577 -6.755
O -4.477 2.046 -8.092
C -4.525 0.604 -8.230
N -5.790 4.745 -7.604
H -4.247 4.467 -4.610
H -6.082 4.537 -5.026
H -4.942 5.787 -5.285
H -3.776 4.475 -7.040
H -5.678 2.144 -6.353
H -4.036 2.115 -6.088
H -3.965 0.040 -7.484
H -4.116 0.283 -9.188
H -5.547 0.226 -8.211
H -6.721 4.480 -7.318
H -5.672 4.301 -8.503
C 11.113 -2.656 0.569
C 12.510 -2.045 0.537
C 13.199 -2.165 -0.861
O 13.404 -3.510 -1.382
C 14.378 -4.284 -0.700
N 12.301 -0.656 0.767
H 10.377 -2.155 -0.060
H 10.746 -2.900 1.565
H 11.337 -3.632 0.139
H 13.176 -2.405 1.321
H 14.118 -1.608 -0.682
H 12.616 -1.634 -1.613
H 14.205 -4.387 0.371
H 15.329 -3.786 -0.891
H 14.541 -5.293 -1.079
H 13.197 -0.201 0.870
H 11.816 -0.461 1.631
C 8.970 -10.132 -0.384
C 7.764 -9.486 0.374
C 6.763 -8.806 -0.579
O 7.366 -7.603 -1.066
C 6.566 -6.704 -1.836
N 7.142 -10.519 1.202
H 9.685 -10.599 0.293
H 9.454 -9.391 -1.020
H 8.590 -10.905 -1.053
H 8.023 -8.676 1.055
H 5.891 -8.591 0.039
H 6.493 -9.500 -1.375
H 6.891 -5.664 -1.825
H 5.552 -6.671 -1.440
H 6.508 -7.150 -2.829
H 7.843 -10.978 1.766
H 6.538 -10.102 1.896
C -5.835 0.357 8.451
C -4.410 -0.229 8.348
C -4.190 -1.632 8.862
O -4.637 -1.792 10.203
C -4.586 -3.156 10.631
N -4.043 -0.096 6.915
H -5.961 1.291 7.902
H -6.097 0.623 9.475
H -6.608 -0.379 8.229
H -3.852 0.444 8.998
H -3.162 -1.976 8.750
H -4.777 -2.329 8.264
H -4.879 -3.209 11.679
H -3.579 -3.568 10.561
H -5.306 -3.735 10.052
H -4.690 -0.558 6.293
H -4.149 0.859 6.604
C 0.128 -8.184 -4.080
C -0.036 -7.889 -5.527
C 0.677 -6.591 -5.967
O 0.163 -5.514 -5.251
C 0.693 -4.261 -5.645
N 0.394 -9.090 -6.230
H -0.116 -9.184 -3.721
H -0.526 -7.561 -3.468
H 1.195 -8.094 -3.876
H -1.114 -7.808 -5.665
H 0.388 -6.462 -7.010
H 1.759 -6.708 -5.919
H 1.727 -4.074 -5.357
H 0.152 -3.466 -5.131
H 0.641 -4.143 -6.727
H 0.326 -8.941 -7.227
H 1.362 -9.314 -6.050
C 12.221 -0.535 7.952
C 11.471 0.371 7.002
C 10.068 -0.094 6.499
O 9.372 0.913 5.743
C 8.138 0.525 5.121
N 11.345 1.631 7.662
H 11.609 -0.671 8.845
H 13.157 -0.116 8.320
H 12.276 -1.484 7.419
H 12.114 0.479 6.129
H 9.392 -0.375 7.307
H 10.103 -0.958 5.836
H 7.360 0.184 5.804
H 8.382 -0.192 4.337
H 7.675 1.350 4.579
H 10.820 2.282 7.095
H 10.730 1.573 8.461
C -8.869 -5.102 2.185
C -10.152 -4.694 1.447
C -11.225 -5.807 1.738
O -11.632 -5.958 3.098
C -12.703 -6.857 3.342
N -10.672 -3.485 2.062
H -9.077 -5.100 3.255
H -8.030 -4.457 1.924
H -8.647 -6.135 1.917
H -9.976 -4.574 0.378
H -10.844 -6.747 1.337
H -12.107 -5.494 1.180
H -12.899 -6.927 4.412
H -12.481 -7.858 2.971
H -13.657 -6.533 2.926
H -11.514 -3.230 1.565
H -11.052 -3.823 2.935
C 0.750 13.174 -2.054
C 0.662 12.045 -3.132
C -0.091 10.819 -2.488
O 0.822 10.203 -1.550
C 0.199 9.182 -0.824
N -0.165 12.647 -4.175
H 1.313 14.004 -2.480
H 1.263 12.774 -1.179
H -0.211 13.565 -1.719
H 1.613 11.701 -3.539
H -0.331 10.096 -3.268
H -1.053 11.116 -2.070
H -0.656 9.623 -0.312
H 0.936 8.917 -0.066
H -0.060 8.392 -1.529
H 0.392 13.244 -4.769
H -0.600 11.901 -4.698
C -5.606 7.573 3.252
C -5.504 6.837 4.611
C -4.054 6.759 5.180
O -3.298 5.944 4.296
C -1.892 6.079 4.601
N -6.397 7.414 5.589
H -6.637 7.723 2.933
H -5.202 6.981 2.431
H -5.022 8.493 3.270
H -5.839 5.801 4.552
H -4.187 6.247 6.134
H -3.655 7.762 5.325
H -1.792 5.771 5.642
H -1.687 7.117 4.341
H -1.347 5.418 3.927
H -6.270 6.850 6.417
H -7.314 7.128 5.277
C -8.811 2.253 -0.263
C -8.920 2.771 1.172
C -10.336 3.003 1.671
O -10.354 3.633 2.924
C -11.600 4.201 3.288
N -8.287 1.708 1.984
H -9.213 2.886 -1.054
H -9.262 1.267 -0.384
H -7.805 1.988 -0.587
H -8.349 3.688 1.318
H -10.893 2.066 1.679
H -10.805 3.639 0.920
H -12.447 3.573 3.565
H -12.013 4.894 2.555
H -11.454 4.797 4.188
H -8.612 1.908 2.919
H -8.730 0.818 1.806
C 3.255 4.211 -5.298
C 4.421 4.762 -6.142
C 5.739 3.786 -6.169
O 6.165 3.686 -4.831
C 7.166 2.661 -4.586
N 4.036 5.153 -7.503
H 2.334 4.793 -5.338
H 3.518 4.087 -4.248
H 3.061 3.247 -5.770
H 4.699 5.673 -5.613
H 6.468 4.131 -6.902
H 5.501 2.805 -6.582
H 7.010 1.893 -5.344
H 7.081 2.175 -3.614
H 8.197 2.998 -4.694
H 4.791 5.416 -8.121
H 3.502 5.998 -7.362
C -10.240 -7.478 -5.161
C -9.722 -6.315 -5.920
C -8.203 -6.043 -5.806
O -7.821 -5.883 -4.429
C -6.365 -5.837 -4.199
N -9.994 -6.691 -7.299
H -11.329 -7.490 -5.106
H -9.859 -7.413 -4.141
H -9.925 -8.451 -5.539
H -10.276 -5.404 -5.693
H -7.905 -5.107 -6.279
H -7.524 -6.797 -6.204
H -5.966 -4.998 -4.768
H -5.863 -6.681 -4.672
H -6.157 -5.742 -3.133
H -9.511 -6.157 -8.006
H -10.979 -6.782 -7.505

***

Arrangement B

# C60H165N15O15

A 15-piece molecular cluster, C60H165N15O15 overall (ωB97M-V with the def2-TZVPD basis set, the Open Molecules 2025 dataset).

As for the total charge: 0.

Element x y z (Å)
C -1.933 -7.417 7.706
C -2.128 -5.994 7.124
C -1.692 -5.901 5.576
O -2.196 -4.648 5.087
C -1.725 -4.179 3.843
N -3.494 -5.468 7.305
H -2.291 -7.551 8.726
H -0.878 -7.689 7.679
H -2.533 -8.175 7.203
H -1.482 -5.295 7.655
H -1.873 -6.819 5.017
H -0.606 -5.834 5.636
H -1.621 -4.890 3.024
H -0.692 -3.860 3.987
H -2.285 -3.293 3.544
H -4.081 -6.233 7.004
H -3.455 -4.806 6.543
C 4.158 -0.190 -5.955
C 2.825 0.406 -5.510
C 2.201 -0.396 -4.417
O 1.735 -1.660 -4.887
C 1.134 -2.391 -3.797
N 3.081 1.759 -5.112
H 4.060 -1.197 -6.363
H 4.750 -0.324 -5.049
H 4.631 0.442 -6.706
H 2.167 0.523 -6.372
H 1.378 0.085 -3.888
H 2.966 -0.419 -3.640
H 0.360 -1.882 -3.223
H 1.887 -2.880 -3.179
H 0.554 -3.250 -4.137
H 3.699 1.761 -4.313
H 3.691 2.140 -5.821
C -4.931 -1.510 -2.366
C -3.757 -2.386 -1.921
C -3.408 -2.173 -0.368
O -4.638 -2.383 0.376
C -4.533 -2.672 1.775
N -4.145 -3.758 -2.273
H -5.799 -1.734 -1.746
H -5.356 -1.617 -3.364
H -4.614 -0.510 -2.070
H -2.832 -2.053 -2.390
H -3.112 -1.137 -0.204
H -2.494 -2.741 -0.194
H -5.474 -2.304 2.185
H -3.768 -2.193 2.385
H -4.546 -3.740 1.993
H -4.906 -4.085 -1.696
H -3.436 -4.388 -1.926
C 1.298 3.258 3.574
C 2.647 3.152 2.925
C 3.697 3.973 3.706
O 3.370 5.408 3.653
C 3.554 6.239 4.786
N 3.042 1.743 2.762
H 0.518 2.642 3.127
H 0.837 4.246 3.568
H 1.362 2.850 4.582
H 2.504 3.532 1.914
H 4.703 3.703 3.385
H 3.595 3.696 4.756
H 3.267 7.283 4.663
H 4.621 6.441 4.887
H 3.227 5.947 5.784
H 3.349 1.480 3.688
H 2.153 1.264 2.775
C 5.860 -1.663 -1.540
C 5.185 -2.015 -0.213
C 4.099 -3.143 -0.356
O 4.587 -4.270 -1.085
C 3.539 -5.196 -1.467
N 6.255 -2.551 0.666
H 5.153 -0.991 -2.026
H 5.935 -2.493 -2.243
H 6.798 -1.128 -1.392
H 4.823 -1.145 0.335
H 3.362 -2.606 -0.954
H 3.549 -3.494 0.517
H 3.937 -6.146 -1.823
H 2.751 -4.743 -2.068
H 3.058 -5.468 -0.527
H 6.481 -3.421 0.205
H 5.920 -2.811 1.583
C -0.473 1.495 -7.645
C -1.532 0.845 -6.836
C -1.261 -0.657 -6.555
O -2.227 -1.241 -5.671
C -3.517 -1.424 -6.221
N -1.890 1.780 -5.790
H 0.400 0.858 -7.795
H -0.121 2.420 -7.189
H -0.968 1.717 -8.590
H -2.526 0.924 -7.277
H -0.365 -0.751 -5.940
H -1.267 -1.285 -7.445
H -3.626 -2.097 -7.072
H -3.987 -0.473 -6.472
H -4.119 -1.930 -5.466
H -2.374 1.565 -4.930
H -1.036 2.097 -5.355
C 3.024 2.622 -0.881
C 4.468 2.008 -0.816
C 5.429 2.397 -1.831
O 5.172 1.971 -3.190
C 6.264 2.032 -4.091
N 4.961 2.250 0.542
H 2.432 2.326 -0.015
H 2.374 2.372 -1.719
H 3.169 3.703 -0.877
H 4.197 0.954 -0.880
H 6.408 2.076 -1.476
H 5.365 3.485 -1.833
H 7.106 1.423 -3.764
H 6.691 3.034 -4.096
H 5.966 1.841 -5.123
H 5.111 3.210 0.820
H 4.364 1.886 1.271
C 0.742 -2.460 7.643
C 0.740 -1.831 6.265
C -0.658 -1.347 5.736
O -0.848 -0.756 4.472
C -2.184 -0.250 4.383
N 1.702 -0.748 6.282
H 1.715 -2.301 8.106
H 0.416 -3.500 7.685
H -0.001 -1.985 8.283
H 1.037 -2.575 5.526
H -1.081 -0.652 6.462
H -1.113 -2.337 5.758
H -2.561 0.443 5.135
H -2.930 -1.045 4.359
H -2.410 0.193 3.414
H 1.419 -0.192 7.076
H 1.420 -0.099 5.562
C 4.189 -3.773 5.299
C 4.186 -3.627 3.762
C 3.670 -4.996 3.105
O 4.439 -6.165 3.451
C 4.045 -7.396 2.760
N 3.332 -2.570 3.332
H 4.755 -4.612 5.705
H 3.181 -3.904 5.692
H 4.652 -2.938 5.823
H 5.252 -3.533 3.557
H 3.584 -4.916 2.022
H 2.640 -5.206 3.394
H 3.973 -7.399 1.672
H 2.990 -7.555 2.982
H 4.746 -8.192 3.010
H 3.309 -1.927 4.111
H 3.657 -1.982 2.577
C -5.392 6.164 3.127
C -6.519 5.126 2.757
C -6.034 3.735 2.882
O -4.983 3.560 1.909
C -4.361 2.247 1.979
N -7.643 5.282 3.640
H -5.085 6.123 4.172
H -5.857 7.148 3.057
H -4.517 6.040 2.490
H -6.936 5.327 1.771
H -6.888 3.063 2.800
H -5.667 3.599 3.899
H -3.747 1.996 1.114
H -5.167 1.516 2.046
H -3.821 2.183 2.923
H -7.500 5.960 4.375
H -8.453 5.663 3.173
C -1.908 -5.891 -1.171
C -0.667 -6.375 -0.457
C 0.216 -7.318 -1.380
O 1.374 -7.528 -0.493
C 2.189 -8.544 -1.035
N 0.108 -5.265 0.101
H -2.573 -5.369 -0.483
H -2.496 -6.682 -1.636
H -1.725 -5.151 -1.951
H -1.024 -7.029 0.338
H 0.509 -6.696 -2.227
H -0.260 -8.259 -1.654
H 2.719 -9.073 -0.243
H 2.767 -8.215 -1.898
H 1.565 -9.330 -1.462
H 0.972 -5.765 0.256
H 0.347 -4.695 -0.698
C -2.284 4.947 -0.846
C -0.780 5.128 -0.720
C -0.451 6.161 0.303
O 0.951 6.356 0.592
C 1.135 7.119 1.801
N -0.217 3.845 -0.110
H -2.895 4.687 0.019
H -2.454 4.103 -1.515
H -2.623 5.847 -1.358
H -0.378 5.077 -1.732
H -0.996 5.935 1.219
H -0.768 7.111 -0.128
H 2.112 7.600 1.851
H 0.836 6.693 2.759
H 0.528 8.015 1.670
H -0.247 3.826 0.899
H 0.785 3.927 -0.210
C 2.689 5.304 -4.686
C 1.199 4.958 -4.657
C 0.561 5.057 -6.013
O 0.533 6.387 -6.515
C -0.479 7.113 -5.743
N 1.091 3.541 -4.301
H 3.179 5.171 -3.722
H 2.918 6.265 -5.148
H 3.190 4.555 -5.300
H 0.723 5.584 -3.902
H -0.363 4.485 -6.097
H 1.209 4.564 -6.738
H -0.582 8.168 -5.997
H -0.192 7.078 -4.692
H -1.453 6.648 -5.896
H 1.373 3.466 -3.335
H 1.779 3.045 -4.848
C -6.837 1.779 -1.237
C -5.676 2.730 -1.580
C -5.332 3.083 -3.060
O -4.039 3.564 -3.184
C -3.769 4.011 -4.504
N -5.880 4.020 -0.951
H -7.811 2.123 -1.584
H -6.993 1.587 -0.175
H -6.774 0.816 -1.744
H -4.754 2.307 -1.182
H -6.067 3.803 -3.418
H -5.322 2.177 -3.667
H -2.742 4.370 -4.445
H -4.369 4.889 -4.743
H -3.752 3.386 -5.397
H -5.525 3.916 -0.011
H -5.390 4.642 -1.577
C -0.158 -2.024 1.427
C 0.597 -0.766 1.068
C -0.202 0.269 0.307
O -0.596 -0.200 -0.994
C -1.240 0.790 -1.758
N 1.017 -0.324 2.456
H -0.921 -1.840 2.184
H 0.561 -2.694 1.897
H -0.640 -2.578 0.622
H 1.494 -0.852 0.455
H 0.359 1.196 0.192
H -1.058 0.661 0.856
H -0.551 1.597 -2.006
H -1.941 1.415 -1.206
H -1.811 0.319 -2.558
H 1.542 -1.144 2.723
H 0.189 -0.298 3.034

***

Among the structures above, stability is smallest for arrangement B.